No. 1
Here is a cluster of 2 separate species, C4H12 in total in a non-equilibrium geometry from the OMol25 dataset. Energies are from the ωB97M-V functional and the def2-TZVPD basis.

```
! RIJCOSX wB97M-V def2-TZVPD def2/J DEFGRID3
* xyz 0 1
C -1.34 -0.74 1.34
C -0.04 -1.40 1.77
H -2.19 -1.52 1.17
H -1.85 -0.33 2.38
H -1.48 0.03 0.59
H 0.19 -0.89 2.87
H -0.11 -2.48 1.76
H 0.76 -0.99 1.11
C 0.61 1.74 -1.98
C 0.95 0.38 -1.37
H 1.33 2.07 -2.76
H -0.54 1.62 -2.20
H 0.67 2.59 -1.21
H 0.11 0.01 -0.67
H 1.09 -0.49 -1.99
H 1.83 0.40 -0.81
*
```

SMILES = CC.CC
Gap between HOMO and LUMO = 11.91 eV

No. 2
Here is a cluster of 2 separate species, C4H12 in total in a non-equilibrium geometry from the OMol25 dataset. Energies are from the ωB97M-V functional and the def2-TZVPD basis.

```
! RIJCOSX wB97M-V def2-TZVPD def2/J DEFGRID3
* xyz 0 1
C 0.42 1.61 -0.27
C 0.18 2.63 0.84
H -0.45 1.01 -0.54
H 0.77 1.98 -1.24
H 1.18 0.90 0.05
H -0.26 3.54 0.45
H 1.12 2.90 1.34
H -0.34 2.12 1.65
C 0.19 -2.29 -0.78
C -0.88 -1.86 0.25
H 1.19 -2.20 -0.37
H 0.01 -3.32 -1.08
H 0.11 -1.75 -1.73
H -0.57 -0.88 0.63
H -1.82 -1.85 -0.28
H -0.86 -2.55 1.09
*
```

SMILES = CC.CC
Gap between HOMO and LUMO = 12.74 eV